Molecular formula: C3H8N4
Method: DFT, ωB97M-V with the def2-TZVPD basis set

The geometry in XYZ format:
```
15
Properties=species:S:1:pos:R:3:forces:R:3:nbo_charge:R:1
C 2.266 1.453 0.191 -0.4622 -0.9983 1.2426 -0.204
C -2.484 0.355 0.066 -2.3822 1.1033 1.4017 -0.480
C 0.765 -1.660 -0.052 -1.0908 1.4409 0.3183 -0.475
N 2.270 0.166 0.056 0.0761 0.7714 0.9953 -0.158
N -1.175 0.077 -0.439 1.6428 0.9803 -1.5322 -0.178
N -0.490 0.722 -1.169 -1.7493 -1.0794 1.3600 -0.036
N 1.607 -0.681 -0.598 -0.9426 0.1131 -2.0859 -0.150
H 3.059 1.663 0.919 -0.2068 0.9689 -0.6183 0.190
H 1.421 2.192 -0.001 1.1457 -1.2619 -0.2593 0.189
H -2.341 1.000 0.991 -0.1615 -0.2476 -1.3664 0.232
H -3.070 -0.505 0.540 1.2548 0.5687 -1.2809 0.227
H -3.099 0.860 -0.736 0.5166 -0.3659 1.0913 0.222
H 0.473 -2.403 -0.749 0.3851 -0.7808 -0.9767 0.204
H 1.075 -2.093 0.853 0.6110 -0.4861 1.3928 0.197
H -0.278 -1.147 0.126 1.3632 -0.7266 0.3178 0.221
```
Forces are in eV/Å.

The HOMO energy (alpha / beta) comes out at -7.338 / -7.764 eV. As for the lowest unoccupied orbital energy (alpha / beta): 0.17 / 0.60 eV. The total energy comes out at -337.90627 hartree. The energy relative to the best compared isomer or geometry (same formula, charge and spin) comes out at 649.9 kJ/mol. As for the charge: 0. The value obtained for the orbital gap (alpha / beta) is 0.276 / 0.307 Eh.

Molecular formula: CH4OS3
Method: DFT, ωB97M-V with the def2-TZVPD basis set

The geometry in XYZ format:
```
9
Properties=species:S:1:pos:R:3:forces:R:3:nbo_charge:R:1
C 1.403 0.432 -0.190 0.9580 -2.0112 -0.4484 -0.752
S 0.689 -0.719 1.050 -1.2721 0.2007 -1.3961 0.063
S -1.285 -0.518 0.148 -0.7677 1.1755 0.6312 1.210
O -1.406 -0.964 -1.230 0.6440 -0.3443 0.6345 -0.900
S -2.033 1.300 0.453 0.7861 -1.6263 0.0953 -0.426
H 1.079 1.383 0.062 0.2158 2.0743 1.0656 0.230
H 0.903 0.347 -1.192 1.0905 -0.8894 0.6151 0.252
H 2.529 0.196 -0.082 -1.8880 0.8464 -0.7796 0.251
H -1.879 -1.457 0.982 0.2335 0.5744 -0.4175 0.071
```
Forces are in eV/Å.

The structure (SMILES) is CS[S@H](=O)=S. The HOMO energy comes out at -9.222 eV. As for the lowest unoccupied orbital energy: -0.73 eV. The total energy comes out at -1310.21964 hartree. The energy relative to the best compared isomer or geometry (same formula, charge and spin) comes out at 155.3 kJ/mol. As for the charge: 0. The value obtained for the orbital gap is 0.312 Eh.

Molecular formula: C9H14O
Method: DFT, ωB97M-V with the def2-TZVPD basis set

The geometry in XYZ format:
```
24
Properties=species:S:1:pos:R:3:forces:R:3:nbo_charge:R:1
C -3.056 -2.913 0.961 -0.9551 0.6117 0.7176 -0.635
C -1.764 -2.239 0.659 1.1950 0.7907 1.0048 -0.048
C -1.508 -1.240 -0.292 -0.9596 -1.6650 1.5232 -0.186
C -0.229 -0.752 -0.432 -0.2507 2.8012 -0.3006 -0.277
C 0.793 -0.984 0.476 -0.7539 -1.5418 0.9191 0.302
O 1.938 -0.285 0.439 0.4072 1.0177 -1.1546 -0.672
C 0.533 -1.941 1.468 0.2932 -0.1861 -0.0487 -0.278
C -0.722 -2.507 1.575 -0.3119 -1.0146 -1.4131 -0.190
H -3.268 -2.834 2.034 0.3341 -0.1806 0.0452 0.215
H -3.034 -3.978 0.746 -0.2225 -0.0208 -0.3928 0.221
H -3.935 -2.393 0.571 0.1659 -0.3657 -0.6941 0.217
H -2.390 -0.780 -0.722 0.3681 -0.0585 -0.8072 0.213
H -0.224 0.162 -1.037 0.7710 -0.4451 -0.1506 0.218
H 2.629 -0.543 1.047 -0.2567 -0.4982 0.3604 0.490
H 1.321 -2.313 2.122 -0.0567 0.3935 0.0346 0.206
H -0.906 -3.353 2.236 0.2424 0.3867 0.3471 0.205
C 2.351 3.264 -1.795 0.0300 -1.4130 1.6854 -0.615
C 1.128 3.936 -1.204 -0.6273 1.5193 0.0776 -0.613
H 3.292 3.752 -1.584 0.0529 0.6812 -0.1256 0.205
H 2.492 2.298 -1.269 -0.1456 0.1191 -0.5919 0.209
H 2.257 3.095 -2.853 -0.0605 -0.0870 -0.3705 0.206
H 0.192 3.370 -1.219 0.3020 -0.2765 -0.4186 0.204
H 0.953 4.864 -1.758 -0.2865 -0.0689 -0.1583 0.197
H 1.157 4.315 -0.171 0.7251 -0.4994 -0.0884 0.206
```
Forces are in eV/Å.

The structure (SMILES) is Cc1ccc(O)cc1.CC. The HOMO energy comes out at -8.260 eV. As for the lowest unoccupied orbital energy: 0.81 eV. The total energy comes out at -426.53843 hartree. The energy relative to the best compared isomer or geometry (same formula, charge and spin) comes out at 90.2 kJ/mol. As for the charge: 0. The value obtained for the orbital gap is 0.333 Eh.

Molecular formula: C4H5N3
Method: DFT, ωB97M-V with the def2-TZVPD basis set

The geometry in XYZ format:
```
12
Properties=species:S:1:pos:R:3:forces:R:3:nbo_charge:R:1
N -2.000 0.026 0.155 -0.0775 0.0327 -0.0616 -0.789
C -0.658 -0.016 -0.231 0.3837 0.0013 0.0575 0.095
C 0.106 1.134 -0.446 -0.0594 -0.0182 0.1695 0.002
N 1.403 1.144 -0.160 -0.0762 -0.2305 0.0176 -0.427
C 1.920 -0.024 0.212 0.2317 -0.0232 -0.1054 0.207
N 1.371 -1.212 -0.024 -0.0576 0.2319 -0.0092 -0.427
C 0.074 -1.205 -0.319 -0.0587 0.0700 0.1601 0.002
H -2.180 0.927 0.587 -0.2682 -0.1125 -0.2292 0.376
H -2.141 -0.676 0.873 -0.2920 0.0058 -0.2711 0.380
H -0.352 2.055 -0.810 0.0506 -0.0717 0.3046 0.199
H 2.855 -0.003 0.759 0.2058 -0.0350 -0.3724 0.180
H -0.397 -2.150 -0.596 0.0179 0.1493 0.3397 0.203
```
Forces are in eV/Å.

The structure (SMILES) is Nc1cncnc1. The HOMO energy comes out at -8.747 eV. As for the lowest unoccupied orbital energy: 0.88 eV. The total energy comes out at -319.66677 hartree. The energy relative to the best compared isomer or geometry (same formula, charge and spin) comes out at 119.3 kJ/mol. As for the charge: 0. The value obtained for the orbital gap is 0.354 Eh.

Molecular formula: C14H13IrNS
Method: DFT, ωB97M-V with the def2-TZVPD basis set

The geometry in XYZ format:
```
30
Properties=species:S:1:pos:R:3:forces:R:3:lowdin_charge:R:1
Ir -0.097 1.632 -0.457 2.1931 -1.0653 -0.3071 1.251
C -0.167 3.030 -1.810 -0.6562 1.1922 -1.6126 -0.258
H -0.504 2.433 -2.673 0.1108 0.4088 -0.2482 0.041
H -0.895 3.819 -1.573 0.2742 -0.0913 -0.1045 0.043
H 0.851 3.419 -1.985 -0.3362 0.0145 0.0542 0.039
H 0.206 1.806 1.204 -0.0876 1.0101 1.1818 0.070
H 0.251 2.629 0.894 -0.0395 0.2521 1.1358 0.077
S -0.097 -2.717 0.450 -0.6297 -0.4524 0.4003 1.168
C -1.656 -2.086 1.005 0.1822 -1.3326 0.6641 -0.377
C -2.551 -2.709 1.865 0.7406 0.0573 -0.6276 -0.013
C -3.681 -1.988 2.276 0.4125 -1.0379 0.1732 0.037
C -3.903 -0.674 1.837 0.5082 1.4556 -1.1736 0.019
C -2.995 -0.046 0.974 -1.3514 0.2260 0.5302 0.026
C -1.841 -0.738 0.597 2.8128 1.1951 -0.2348 -0.197
N -0.642 -0.198 0.056 -5.2562 -0.7988 0.7645 -0.167
C 0.340 -1.122 -0.044 2.5649 -1.0252 -0.3223 -0.543
C 1.615 -0.660 -0.446 -0.3966 -2.0441 0.2836 -0.224
C 2.794 -1.442 -0.586 -1.9997 -0.6228 0.7003 0.064
C 3.956 -0.862 -1.078 1.0084 1.0234 -0.6350 0.051
C 3.957 0.494 -1.446 0.1248 1.1695 -0.2182 0.001
C 2.808 1.299 -1.289 1.8792 -0.5056 -0.6271 0.010
C 1.665 0.711 -0.760 -1.9270 1.0480 0.1194 -0.207
H -2.320 -3.715 2.214 -0.3385 0.2305 0.0124 0.138
H -4.390 -2.465 2.946 0.0568 0.1125 -0.0763 0.144
H -4.800 -0.154 2.183 0.3597 -0.0572 -0.2070 0.142
H -3.164 0.964 0.599 -0.0414 -0.2183 0.2491 0.124
H 2.763 -2.497 -0.322 0.1221 0.1461 -0.1116 0.134
H 4.866 -1.459 -1.210 -0.4147 0.2420 0.0790 0.154
H 4.862 0.941 -1.864 -0.2836 -0.1774 0.2404 0.134
H 2.769 2.355 -1.559 0.4079 -0.3549 -0.0825 0.121
```
Forces are in eV/Å.

The multiplicity is 6. The HOMO energy (alpha / beta) comes out at -13.038 / -16.081 eV. As for the lowest unoccupied orbital energy (alpha / beta): -7.95 / -11.17 eV. Its expectation value of S² is 8.79. The total energy comes out at -1097.64196 hartree. The energy relative to the best compared isomer or geometry (same formula, charge and spin) comes out at 47.7 kJ/mol. As for the charge: +2. The value obtained for the orbital gap (alpha / beta) is 0.187 / 0.181 Eh.

Molecular formula: C3H12O4
Method: DFT, ωB97M-V with the def2-TZVPD basis set

The geometry in XYZ format:
```
19
Properties=species:S:1:pos:R:3:forces:R:3:nbo_charge:R:1
C -1.753 -2.163 1.252 -0.5898 -1.4011 -0.0702 -0.355
C -1.631 -1.243 0.316 0.4202 0.7057 -0.0334 -0.212
C -1.231 0.183 0.576 0.2849 0.1151 0.5235 -0.114
O 0.149 0.174 1.000 -0.1897 0.0443 -0.0934 -0.758
H -1.900 -3.205 0.970 -0.0959 0.1649 -0.2933 0.194
H -1.800 -2.092 2.328 0.3929 0.8625 0.0861 0.200
H -1.689 -1.490 -0.737 0.0309 -0.3524 0.0618 0.208
H -1.302 0.772 -0.336 -0.3397 0.0635 -0.1043 0.168
H -1.830 0.649 1.360 -0.1576 -0.0320 -0.0349 0.178
H 0.469 1.074 1.169 0.0241 -0.2139 -0.0184 0.500
O 1.617 -0.907 -1.127 -0.2484 0.3914 0.2205 -0.972
H 1.784 -1.613 -0.497 0.1452 -0.2786 -0.0951 0.468
H 1.059 -0.329 -0.567 0.2495 -0.2382 -0.1056 0.481
O 0.054 1.733 -2.504 -0.7468 1.3666 -0.4987 -0.964
H 0.360 1.044 -3.092 0.3755 -0.5355 0.7601 0.495
H 0.204 1.624 -1.567 0.4310 -0.8518 -0.2235 0.471
O 2.273 1.977 0.815 -0.2392 0.4000 -0.0972 -0.953
H 2.144 2.418 -0.033 0.1509 0.0265 0.0558 0.476
H 3.021 1.394 0.673 0.1020 -0.2368 -0.0399 0.487
```
Forces are in eV/Å.

The structure (SMILES) is C=CCO.O.O.O. The HOMO energy comes out at -10.156 eV. As for the lowest unoccupied orbital energy: 0.48 eV. The total energy comes out at -422.41234 hartree. The energy relative to the best compared isomer or geometry (same formula, charge and spin) comes out at 129.0 kJ/mol. As for the charge: 0. The value obtained for the orbital gap is 0.391 Eh.